1.
Here is a structure of composition C31H34N5OsS2 in a non-equilibrium geometry from the Open Molecules 2025 dataset. Energies are from ωB97M-V/def2-TZVPD.

Geometry as ORCA input:
```
! wB97M-V def2-TZVPD RIJCOSX def2/J DEFGRID3
* xyz 1 5
Os 0.390 0.630 0.987
N -1.441 1.807 0.857
C -1.885 2.742 1.852
C -3.245 2.843 2.107
C -3.733 3.795 2.981
C -2.840 4.640 3.616
C -1.485 4.518 3.383
C -0.964 3.587 2.479
C 0.497 3.508 2.263
C 1.227 4.683 2.478
C 2.606 4.705 2.478
C 3.297 3.520 2.310
C 2.595 2.359 2.037
C 1.200 2.329 1.923
H -2.217 1.179 0.609
H -1.191 2.334 0.011
H -3.927 2.178 1.597
H -4.794 3.883 3.153
H -3.202 5.391 4.302
H -0.815 5.164 3.924
H 0.693 5.608 2.625
H 3.136 5.632 2.628
H 4.375 3.495 2.358
H 3.175 1.450 1.927
S -0.701 -1.228 1.843
N 2.236 -0.158 0.366
S 2.876 -1.603 0.016
C 2.537 -2.534 1.517
C 2.530 -3.918 1.473
C 2.403 -4.623 2.657
C 2.304 -3.950 3.864
C 2.296 -2.566 3.890
C 2.416 -1.846 2.713
C 1.788 -2.459 -1.177
C 2.316 -2.607 -2.451
C 1.592 -3.291 -3.412
C 0.355 -3.824 -3.093
C -0.164 -3.662 -1.820
C 0.547 -2.973 -0.852
H 2.785 0.553 -0.116
H 2.610 -4.432 0.527
H 2.389 -5.700 2.636
H 2.235 -4.507 4.786
H 2.202 -2.039 4.826
H 2.390 -0.762 2.726
H 3.288 -2.199 -2.679
H 2.000 -3.418 -4.402
H -0.199 -4.372 -3.838
H -1.117 -4.095 -1.559
H 0.137 -2.849 0.142
C -3.401 -1.800 -2.668
C -3.425 -1.221 -1.261
N -2.142 -0.627 -0.942
C -1.296 -0.125 -1.886
N -0.187 0.416 -1.452
C 0.707 1.034 -2.417
C 0.611 0.368 -3.782
C -0.841 0.428 -4.217
N -1.664 -0.175 -3.189
C -2.950 -0.689 -3.606
H -4.390 -2.159 -2.950
H -2.688 -2.624 -2.722
H -3.656 -1.980 -0.512
H -4.197 -0.440 -1.210
H -1.672 -0.968 -0.098
H 1.729 0.970 -2.036
H 0.467 2.102 -2.516
H 0.917 -0.677 -3.703
H 1.248 0.871 -4.505
H -0.987 -0.135 -5.144
H -1.151 1.466 -4.399
H -2.846 -1.074 -4.623
H -3.691 0.122 -3.627
*
```

The largest force on an atom comes out at 0.029 hartree/bohr. The value obtained for the LUMO energy (alpha / beta) is -2.40 / -3.70 eV. As for the orbital gap (alpha / beta): 7.201 / 7.050 eV. The HOMO energy (alpha / beta) comes out at -0.3527 / -0.3949 Ha. Its expectation value of S² is 6.030.

=====

2.
Here is a structure of composition CH2NO4S in a non-equilibrium geometry from the Open Molecules 2025 dataset. Energies are from ωB97M-V/def2-TZVPD.

Geometry as ORCA input:
```
! wB97M-V def2-TZVPD RIJCOSX def2/J DEFGRID3
* xyz -1 1
C 1.470 -0.090 0.032
N -2.318 -0.867 0.462
O 1.617 0.928 1.025
O -3.054 -1.679 -0.003
O -1.549 -0.266 -0.452
O 0.275 2.115 -0.955
S 0.095 1.067 0.059
H 2.351 -0.221 -0.684
H 1.114 -0.986 0.516
*
```

The largest force on an atom comes out at 0.057 hartree/bohr. The value obtained for the LUMO energy is 4.05 eV. As for the orbital gap: 8.540 eV. The HOMO energy comes out at -0.1652 Ha. The relative energy (zero: lowest compared OMol25 entry of this formula, charge and spin) comes out at 5.405 eV.

=====

3.
Here is the molecule C4H8N2O in a non-equilibrium geometry from the Open Molecules 2025 dataset. Energies are from ωB97M-V/def2-TZVPD.

Geometry as ORCA input:
```
! wB97M-V def2-TZVPD RIJCOSX def2/J DEFGRID3
* xyz 0 1
N -2.247 -0.426 0.143
C -0.814 -0.514 0.405
C 0.095 -0.613 -0.828
C 1.481 0.129 -0.406
O 1.636 1.652 0.046
C -0.406 0.774 0.960
N -0.164 1.831 1.351
H -2.619 -1.317 -0.163
H -2.723 -0.177 1.008
H -0.539 -1.292 1.139
H -0.415 -0.159 -1.683
H 0.259 -1.681 -1.134
H 2.103 0.147 -1.271
H 1.869 -0.523 0.392
H 2.484 2.168 0.041
*
```

The largest force on an atom comes out at 0.049 hartree/bohr. The value obtained for the LUMO energy is 0.73 eV. As for the orbital gap: 10.314 eV. The HOMO energy comes out at -0.3521 Ha. Its structure (SMILES) is N#C[C@@H](N)CCO. The relative energy (zero: lowest compared OMol25 entry of this formula, charge and spin) comes out at 4.189 eV.

=====

4.
Here is the ion C6H7N2O4 with charge -1 in a non-equilibrium geometry from the Open Molecules 2025 dataset. Energies are from ωB97M-V/def2-TZVPD.

Geometry as ORCA input:
```
! wB97M-V def2-TZVPD RIJCOSX def2/J DEFGRID3
* xyz -1 1
C -0.637 0.699 -0.034
C 1.085 -1.095 -0.482
C -1.496 1.502 -0.711
C -0.613 0.581 1.398
C 0.365 -1.710 1.964
C 0.976 0.818 -1.870
N 0.851 -1.885 0.641
N 0.458 0.084 -0.731
O -0.336 -0.643 2.176
O 1.901 -1.546 -1.286
O -1.698 1.152 2.065
O 0.593 -2.570 2.796
H -1.381 1.745 -1.751
H -2.309 1.966 -0.186
H 0.975 1.881 -1.637
H 1.992 0.477 -2.067
H 0.375 0.642 -2.766
H 1.403 -2.733 0.562
H -2.505 0.634 1.918
*
```

The largest force on an atom comes out at 0.044 hartree/bohr. The value obtained for the LUMO energy is 3.69 eV. As for the orbital gap: 5.959 eV. The HOMO energy comes out at -0.0834 Ha. The relative energy (zero: lowest compared OMol25 entry of this formula, charge and spin) comes out at 2.069 eV.

=====

5.
Here is a structure of composition C71H107AsBrCsGeN3SbSi3 in a non-equilibrium geometry from the Open Molecules 2025 dataset. Energies are from ωB97M-V/def2-TZVPD.

Geometry as ORCA input:
```
! wB97M-V def2-TZVPD RIJCOSX def2/J DEFGRID3
* xyz 0 1
Cs -0.205 -0.852 -0.400
C 0.938 4.453 1.931
C 1.690 4.581 0.779
C 0.715 4.450 -0.385
C -0.518 4.246 0.158
C -0.421 4.238 1.595
C -1.590 4.168 2.539
C -2.757 3.397 1.907
C -2.036 5.616 2.822
C -1.201 3.496 3.859
C 0.917 4.597 -1.885
C -0.427 4.634 -2.610
C 1.644 3.376 -2.452
C 1.623 5.919 -2.222
C 3.196 4.864 0.884
C 4.078 4.391 -0.278
C 3.760 4.151 2.125
C 3.393 6.380 1.085
H 1.323 4.517 2.938
H -1.435 4.096 -0.392
H -3.194 3.952 1.072
H -3.542 3.235 2.650
H -2.434 2.419 1.539
H -2.286 6.136 1.893
H -1.242 6.176 3.322
H -2.920 5.613 3.466
H -0.940 2.446 3.709
H -2.040 3.543 4.558
H -0.349 3.997 4.327
H -0.984 3.706 -2.476
H -0.252 4.764 -3.681
H -1.048 5.463 -2.265
H 1.054 2.487 -2.209
H 2.642 3.238 -2.052
H 1.715 3.453 -3.543
H 1.014 6.760 -1.881
H 1.753 6.007 -3.304
H 2.600 6.012 -1.757
H 4.003 3.309 -0.411
H 5.118 4.619 -0.033
H 3.861 4.880 -1.222
H 3.552 3.081 2.081
H 3.358 4.552 3.057
H 4.844 4.283 2.154
H 3.083 6.951 0.207
H 4.449 6.596 1.278
H 2.805 6.730 1.936
C 0.682 -5.992 -4.180
C 1.065 -4.981 -3.132
C 1.714 -5.335 -1.951
C 2.013 -4.377 -0.995
C 1.623 -3.086 -1.285
Br 3.140 -0.037 -0.213
N 1.030 -2.725 -2.358
C 0.748 -3.643 -3.295
H 1.171 -6.948 -4.000
H 0.957 -5.648 -5.179
H -0.397 -6.159 -4.176
H 1.987 -6.369 -1.771
H 2.515 -4.630 -0.072
H 0.235 -3.296 -4.186
C 0.507 -3.922 2.141
Sb -1.163 -3.363 3.422
C -2.079 -2.191 1.850
C -2.273 -3.064 0.725
C -2.403 -4.494 0.836
C -2.385 -5.302 -0.270
C -2.265 -4.727 -1.544
C -2.246 -3.351 -1.599
N -2.267 -2.528 -0.540
Si -3.361 -0.977 2.299
C -2.717 0.450 3.340
C -4.225 -0.174 0.842
C -4.715 -1.851 3.282
C -0.190 -2.244 5.162
C 0.143 -0.826 4.788
C 0.372 0.172 5.751
C 0.812 1.422 5.359
C 1.018 1.669 4.010
C 0.739 0.639 3.130
N 0.322 -0.566 3.488
Si 1.525 -3.011 5.460
C 2.325 -2.428 7.056
C 2.772 -2.390 4.206
C 1.408 -4.877 5.538
Si -1.446 -2.426 6.585
C -0.766 -2.267 8.330
C -2.283 -4.103 6.597
C -2.778 -1.121 6.448
H 0.172 -4.798 1.585
H 1.387 -4.198 2.718
H 0.757 -3.128 1.426
H -2.561 -4.935 1.813
H -2.489 -6.378 -0.160
H -2.238 -5.322 -2.450
H -2.202 -2.864 -2.574
H -2.085 1.107 2.726
H -2.116 0.122 4.190
H -3.558 1.043 3.726
H -3.506 0.048 0.048
H -4.706 0.764 1.150
H -4.993 -0.830 0.421
H -4.292 -2.476 4.078
H -5.267 -2.517 2.606
H -5.435 -1.157 3.737
H 0.221 -0.052 6.802
H 0.998 2.196 6.097
H 1.351 2.630 3.645
H 0.874 0.784 2.064
H 2.571 -1.361 6.986
H 3.269 -2.973 7.187
H 1.727 -2.580 7.951
H 2.745 -1.295 4.188
H 2.627 -2.730 3.182
H 3.773 -2.689 4.534
H 0.936 -5.183 6.478
H 2.408 -5.325 5.505
H 0.819 -5.298 4.720
H -0.134 -3.117 8.603
H -1.625 -2.267 9.011
H -0.199 -1.347 8.510
H -1.600 -4.911 6.323
H -3.121 -4.140 5.897
H -2.667 -4.300 7.607
H -2.372 -0.107 6.375
H -3.404 -1.168 7.347
H -3.423 -1.286 5.581
C 5.245 2.243 -6.176
C 4.485 1.918 -4.894
C 3.760 0.576 -4.970
C 3.078 0.158 -3.657
Ge 4.307 -0.320 -2.224
C 4.903 -2.168 -2.334
C 6.027 -2.400 -3.359
C 7.381 -1.832 -2.935
C 8.458 -2.036 -3.997
H 5.715 3.226 -6.122
H 4.576 2.240 -7.040
H 6.032 1.506 -6.360
H 3.750 2.703 -4.688
H 5.180 1.916 -4.051
H 4.463 -0.198 -5.300
H 2.993 0.641 -5.749
H 2.454 -0.727 -3.810
H 2.425 0.955 -3.295
H 5.457 0.678 -2.031
H 4.021 -2.762 -2.584
H 5.222 -2.476 -1.334
H 5.752 -1.976 -4.332
H 6.133 -3.477 -3.517
H 7.686 -2.312 -2.001
H 7.280 -0.765 -2.718
H 8.596 -3.099 -4.213
H 9.420 -1.633 -3.674
H 8.185 -1.539 -4.932
C -2.204 -2.071 -6.961
C -1.189 -1.666 -6.104
C -1.507 -1.129 -4.862
C -2.836 -0.976 -4.466
C -3.847 -1.376 -5.338
C -3.531 -1.924 -6.576
As -3.149 -0.183 -2.698
C -5.028 -0.681 -2.470
C -5.327 -2.027 -2.256
C -6.631 -2.431 -2.012
C -7.656 -1.493 -1.974
C -7.368 -0.155 -2.194
C -6.060 0.250 -2.444
C -3.433 1.677 -3.257
C -3.812 2.580 -2.259
C -4.116 3.897 -2.571
C -4.004 4.344 -3.882
C -3.588 3.466 -4.873
C -3.313 2.136 -4.565
H -1.961 -2.503 -7.924
H -0.152 -1.768 -6.404
H -0.710 -0.818 -4.192
H -4.884 -1.258 -5.052
H -4.326 -2.230 -7.246
H -4.539 -2.770 -2.264
H -6.846 -3.479 -1.844
H -8.673 -1.805 -1.769
H -8.161 0.582 -2.174
H -5.857 1.298 -2.615
H -3.905 2.240 -1.232
H -4.435 4.579 -1.791
H -4.233 5.374 -4.127
H -3.493 3.810 -5.896
H -3.025 1.457 -5.358
*
```

The largest force on an atom comes out at 0.030 hartree/bohr. The value obtained for the LUMO energy (alpha / beta) is -0.71 / -0.87 eV. As for the orbital gap (alpha / beta): 4.851 / 4.695 eV. The HOMO energy (alpha / beta) comes out at -0.2043 / -0.2044 Ha. The relative energy (zero: lowest compared OMol25 entry of this formula, charge and spin) comes out at 0.410 eV.

=====

6.
Here is a structure of composition C12H14BF3N6O2Sn in a non-equilibrium geometry from the Open Molecules 2025 dataset. Energies are from ωB97M-V/def2-TZVPD.

Geometry as ORCA input:
```
! wB97M-V def2-TZVPD RIJCOSX def2/J DEFGRID3
* xyz 2 1
H 0.786 3.509 0.851
N 0.417 1.849 -0.469
B 0.033 0.254 -2.397
N 0.419 1.687 -1.840
C 0.740 2.873 -2.414
Sn -0.208 0.411 1.003
H 0.754 3.011 -3.502
C 0.970 3.784 -1.380
H 1.271 4.808 -1.496
C 0.731 3.126 -0.168
H 0.149 0.214 -3.589
C -1.556 -2.537 2.728
H -0.985 -2.992 3.543
H -0.830 -1.949 2.098
H -1.964 -3.348 2.113
N -1.428 -0.149 -2.029
N 0.986 -0.824 -1.744
N -1.819 -0.303 -0.735
N 1.098 -0.928 -0.381
C -2.456 -0.403 -2.869
C 1.751 -1.767 -2.342
H -2.290 -0.319 -3.947
H 1.709 -1.913 -3.421
C -3.548 -0.765 -2.080
C 2.407 -2.455 -1.336
C -3.110 -0.709 -0.747
C 1.994 -1.905 -0.114
H -4.518 -1.015 -2.480
H 3.087 -3.264 -1.506
H -3.679 -0.947 0.140
H 2.345 -2.194 0.875
H -2.346 -1.879 3.168
F 1.419 1.856 5.215
C 0.862 1.241 4.151
F 0.005 0.276 4.622
F 0.039 2.153 3.531
C 1.995 0.653 3.223
O 3.063 0.439 3.763
O 1.703 0.421 1.963
*
```

The largest force on an atom comes out at 0.070 hartree/bohr. The value obtained for the LUMO energy (alpha / beta) is -12.07 / -10.63 eV. As for the orbital gap (alpha / beta): 4.184 / 5.696 eV. The HOMO energy (alpha / beta) comes out at -0.5974 / -0.6001 Ha. The relative energy (zero: lowest compared OMol25 entry of this formula, charge and spin) comes out at 0.173 eV.

=====

7.
Here is a structure of composition C17H19N2O2SbW from the Open Molecules 2025 dataset. Energies are from ωB97M-V/def2-TZVPD.

Geometry as ORCA input:
```
! wB97M-V def2-TZVPD RIJCOSX def2/J DEFGRID3
* xyz 4 1
W 0.386 -0.235 -1.181
O 2.041 -1.011 -1.014
C 2.877 -1.386 0.036
C 4.036 -2.037 -0.249
C 4.885 -2.385 0.824
C 4.571 -2.080 2.150
C 3.392 -1.434 2.439
C 2.493 -1.075 1.392
C 1.256 -0.536 1.712
N 0.388 -0.342 0.712
N -0.811 0.352 0.503
C -1.810 -0.618 0.081
O -1.255 -1.204 -1.009
C -3.053 -0.835 0.575
C -3.504 -0.117 1.745
C -4.733 -0.394 2.258
C -5.542 -1.370 1.636
C -5.129 -2.077 0.487
C -3.906 -1.822 -0.051
H 4.309 -2.278 -1.268
H 5.812 -2.903 0.603
H 5.250 -2.363 2.944
H 3.121 -1.213 3.465
H 0.945 -0.317 2.731
H -2.866 0.631 2.196
H -5.100 0.124 3.134
H -6.522 -1.581 2.052
H -5.787 -2.816 0.048
H -3.559 -2.358 -0.925
C -0.713 3.801 -1.070
Sb 0.836 2.402 -1.404
C -0.069 1.021 -3.062
C 2.614 3.256 -2.183
H -0.840 4.357 -2.002
H -0.375 4.470 -0.277
H -1.616 3.270 -0.779
H 0.025 1.847 -3.782
H -1.149 0.820 -2.983
H 0.454 0.199 -3.596
H 2.308 3.909 -3.004
H 3.296 2.476 -2.511
H 3.043 3.851 -1.373
*
```

The largest force on an atom comes out at 0.011 hartree/bohr. The value obtained for the LUMO energy is -16.10 eV. As for the orbital gap: 5.473 eV. The HOMO energy comes out at -0.7928 Ha. The relative energy (zero: lowest compared OMol25 entry of this formula, charge and spin) comes out at 0.000 eV.

=====

8.
Here is a structure of composition AgCl3GeH2O7P2 from the Open Molecules 2025 dataset. Energies are from ωB97M-V/def2-TZVPD.

Geometry as ORCA input:
```
! wB97M-V def2-TZVPD RIJCOSX def2/J DEFGRID3
* xyz -1 2
Ag -0.065 0.448 1.625
O 3.628 -1.464 0.731
P 2.154 -0.886 0.996
O 2.121 -0.007 2.228
O 1.591 -0.284 -0.241
O 1.351 -2.269 1.375
P -0.204 -2.255 1.906
O -0.500 -3.833 1.988
O -0.282 -1.621 3.244
O -1.056 -1.635 0.810
H 4.033 -1.744 1.562
H -0.702 -4.178 1.110
Cl -3.319 -0.197 -0.873
Ge -2.186 1.003 0.487
Cl -2.071 2.914 -0.521
Cl -3.424 1.328 2.242
*
```

The largest force on an atom comes out at 0.010 hartree/bohr. The value obtained for the LUMO energy (alpha / beta) is 2.93 / -0.05 eV. As for the orbital gap (alpha / beta): 8.923 / 6.483 eV. The HOMO energy (alpha / beta) comes out at -0.2204 / -0.2403 Ha. Its expectation value of S² is 0.756.

=====

9.
Here is the ion C6H11N2 with charge +1 in a non-equilibrium geometry from the Open Molecules 2025 dataset. Energies are from ωB97M-V/def2-TZVPD.

Geometry as ORCA input:
```
! wB97M-V def2-TZVPD RIJCOSX def2/J DEFGRID3
* xyz 1 3
C 1.073 -0.803 -0.410
C -0.773 -1.579 0.587
C 0.090 1.095 0.682
C -0.153 3.276 -0.186
C 0.602 -3.253 -0.713
C -0.720 2.222 0.845
N 0.654 0.366 -0.079
N 0.319 -1.924 -0.196
H 2.168 -0.905 -0.708
H -1.650 -2.219 0.800
H -0.866 -0.671 0.920
H -0.874 3.901 -0.653
H 0.449 2.880 -1.010
H 0.411 3.904 0.451
H -0.224 -3.956 -0.426
H 1.633 -3.641 -0.555
H 0.292 -3.186 -1.740
H -1.748 1.940 0.482
H -0.684 2.552 1.909
*
```

The largest force on an atom comes out at 0.127 hartree/bohr. The value obtained for the LUMO energy (alpha / beta) is -3.95 / -5.77 eV. As for the orbital gap (alpha / beta): 7.011 / 9.931 eV. The HOMO energy (alpha / beta) comes out at -0.4027 / -0.5769 Ha. The relative energy (zero: lowest compared OMol25 entry of this formula, charge and spin) comes out at 1.972 eV. Its expectation value of S² is 2.014.